(A)
13
Properties=species:S:1:pos:R:3 method="wB97M-V/def2-TZVPD" charge=+1 lumo_ha="-0.22315 / -0.13753" multiplicity=1 homo_lumo_gap_ev="6.413 / 10.540"
C -0.903 -3.166 0.519
C -0.149 -0.271 0.517
C 0.738 1.571 -1.195
C 0.242 0.739 -0.132
N 0.479 2.312 0.048
H -1.899 -2.776 0.614
H -0.308 -3.326 1.397
H -0.527 -3.457 -0.442
H -0.485 -0.493 1.498
H 1.780 1.476 -1.481
H 0.092 1.822 -2.029
H 1.267 2.640 0.600
H -0.327 2.929 0.086

---

(B)
13
Properties=species:S:1:pos:R:3 method="wB97M-V/def2-TZVPD" smiles="C=[NH+]C(=C)C" charge=+1 lumo_ha=-0.20938 multiplicity=1 homo_lumo_gap_ev=9.374
C -0.762 1.455 -1.167
N -0.813 0.367 -0.371
C 0.187 -0.270 0.396
C 0.492 0.090 1.603
C 0.786 -1.447 -0.352
H -1.648 1.809 -1.764
H 0.293 1.958 -1.286
H -1.728 -0.228 -0.287
H 0.215 0.827 2.331
H 1.273 -0.404 2.052
H 1.738 -1.885 0.187
H 0.064 -2.215 -0.182
H 1.266 -1.401 -1.327

---

(C)
13
Properties=species:S:1:pos:R:3 method="wB97M-V/def2-TZVPD" charge=+1 lumo_ha=-0.29973 multiplicity=1 homo_lumo_gap_ev=7.830
C -1.141 -0.003 1.087
C -0.231 -0.450 -0.056
C -0.287 -1.707 -0.646
C 1.026 1.616 -0.018
N 0.674 0.325 -0.615
H -0.831 -0.588 1.957
H -1.142 1.071 1.177
H -2.146 -0.399 0.905
H 0.345 -1.881 -1.506
H -1.042 -2.450 -0.401
H 1.529 1.432 0.939
H 1.789 1.966 -0.708
H 0.275 2.402 0.091

---

The energetic minimum among the shown structures is (B); the next structure lies 0.0352 hartree above.